Entry from OMol25: C41H40F5N10NaO3 as an isolated structure (the ωB97M-V functional and the def2-TZVPD basis).

```
! RIJCOSX wB97M-V def2-TZVPD def2/J DEFGRID3
* xyz 0 1
Na -0.1805 -0.1093 0.0028
F -2.6929 -5.4662 -2.8068
F -2.5973 4.4944 0.7101
F -0.7773 5.4455 -3.5530
F -0.3856 2.9042 -4.0064
F -2.3207 1.8828 0.2588
O 4.0254 -2.3749 1.1301
O 2.1465 -1.1626 1.1959
O -0.0344 -2.3136 -0.0334
N 1.0565 1.6993 0.9233
N -2.3447 -0.8434 0.8372
N 2.1780 -5.7261 -0.2276
N -4.2610 -2.1115 0.4165
N -1.6925 -10.3259 -2.9365
N 1.3393 0.3909 -2.9139
N -1.3187 0.8870 -2.0297
N -0.8166 0.4079 2.5216
N -1.2590 -7.9263 -2.8370
N -1.6694 -0.5259 3.0595
C -1.4237 2.2018 -1.9267
C 3.7796 -7.2587 0.9452
C -1.5065 -5.5572 -2.1338
C 0.2038 -4.5134 -0.8228
C 0.9529 -5.6986 -0.8582
C 3.0015 -6.8957 -0.2781
C -3.2177 -1.3174 0.0494
C 3.1447 2.8448 0.8526
C -0.4723 -10.0115 -3.7521
C -5.5905 -3.6595 3.4707
C 1.9838 -0.5098 -1.9937
C 0.6939 -3.2965 -0.1220
C -2.0707 4.0950 -0.4792
C -1.9248 2.7508 -0.7087
C -2.6633 -8.0987 -3.1413
C 2.5561 1.5732 2.7772
C -1.0282 -4.4601 -1.4668
C -3.5242 -1.9645 2.6775
C 3.4565 2.3889 2.1224
C -0.4312 -8.4819 -3.8901
C 2.6015 -8.0950 0.5384
C -5.4554 -3.3273 2.1371
C -4.4220 -2.4786 1.7440
C -2.4534 -1.0688 2.2063
C -4.7001 -3.1533 4.4156
C -3.6776 -2.3149 4.0172
C -0.7892 -6.7559 -2.1715
C 2.8138 -2.1892 1.0037
C 2.2795 1.0527 -3.7824
C -1.1968 4.5691 -2.5981
C 1.9313 2.4701 0.2976
C 0.2493 -0.2695 -3.6229
C 0.4200 0.2781 2.7513
C -1.1591 0.3140 -3.3359
C 1.3669 1.2475 2.1377
C -1.0394 3.2224 -2.8497
C -1.7224 5.0613 -1.4181
C -2.8753 -9.5868 -3.4756
C 2.6870 -4.5651 0.2895
C 0.4354 -6.8175 -1.5252
C 2.0406 -3.3827 0.3777
H -2.9766 -1.9050 4.7280
H -2.8994 -9.7795 -4.5498
H 1.7047 -8.0047 1.1283
H 3.6635 -6.6243 1.8081
H 1.2441 -0.9368 -1.3274
H 3.7054 -4.6050 0.6551
H 3.8313 3.4634 0.2921
H -3.7773 -9.9941 -3.0208
H -4.8117 -3.4122 5.4583
H 3.4700 -7.0774 -1.2411
H -1.4223 0.9976 -4.1494
H 2.7853 -9.0729 0.1224
H -3.1498 -1.0603 -0.9993
H 2.7256 0.0007 -1.3834
H -1.5790 -3.5334 -1.4486
H -6.1489 -3.7067 1.3992
H 2.4818 -1.3541 -2.5059
H -1.8600 -0.5305 -3.4331
H -0.5739 -10.5208 -4.7116
H 4.7728 -7.6553 0.8039
H -0.7971 -8.1815 -4.8833
H -1.8546 -11.3332 -2.8565
H 0.9848 -7.7450 -1.5188
H 2.7715 1.1720 3.7561
H 4.3966 2.6518 2.5882
H 1.7591 1.7905 -4.3882
H 0.5947 -8.1248 -3.7976
H 0.3854 -10.4156 -3.2128
H 0.4309 -0.2245 -4.7058
H -3.2569 -7.8166 -2.2684
H -6.3971 -4.3137 3.7797
H -3.0038 -7.4971 -3.9939
H 0.8477 -0.5618 3.3005
H -1.5088 -9.9252 -2.0010
H 0.2572 -1.3346 -3.3622
H 2.8096 0.3527 -4.4558
H 3.0290 1.5730 -3.1843
H -4.9255 -2.4183 -0.2768
H 1.6387 2.7926 -0.6936
H -1.8375 6.1130 -1.2333
*
```

Summary:
- strongest force on any atom (eV/A) = 0.9
- gap between HOMO and LUMO (eV) = 2.82
- HOMO energy (eV) = -4.79
- relative energy (zero: lowest compared OMol25 entry of this formula, charge and spin) (kcal per mole) = 58.6

Mulliken atomic charge list, values in e, 5 entries:
1 Na 0.67
2 F -0.37
3 F -0.35
4 F -0.36
5 F -0.39